No. 1
2 unconnected molecules or ions with the total composition C3H8N2 in a non-equilibrium geometry. Source: the Open Molecules 2025 dataset; level of theory: the ωB97M-V functional and the def2-TZVPD basis.

```
13
C3H8N2 | the Open Molecules 2025 dataset | the ωB97M-V functional and the def2-TZVPD basis
C 0.3438 -1.7934 -0.8872
C 0.2151 -0.2637 -1.0040
C -0.3418 0.4484 0.1725
H 0.5116 -2.2183 -1.8863
H -0.5506 -2.2700 -0.6186
H 1.1575 -1.9491 -0.0798
H 1.2507 0.2388 -0.9841
H -0.4095 -0.0016 -1.8475
H -1.0247 -0.2356 0.7799
H -0.2978 1.1079 2.5889
H -0.0572 3.0990 1.7149
N -0.0742 1.7079 0.4128
N -0.7230 2.1296 1.6384
```

Output
**Total charge**: 0
**Total energy**: -6216.602 eV
**Frontier orbital gap**: 9.224 eV
**E_HOMO**: -8.906 eV
**Relative energy (zero: lowest compared OMol25 entry of this formula, charge and spin)**: 5.244 eV
**E_LUMO**: 0.318 eV

***

No. 2
A molecular structure, C19H41AgBr2Cl3F6NO10S2 in a non-equilibrium geometry. Source: the Open Molecules 2025 dataset; level of theory: the ωB97M-V functional and the def2-TZVPD basis.

```
85
C19H41AgBr2Cl3F6NO10S2 | the Open Molecules 2025 dataset | the ωB97M-V functional and the def2-TZVPD basis
Ag -2.7979 -1.8516 1.8243
O 0.5906 -3.0483 -0.8520
H 0.0603 -3.2948 -1.6133
H 0.6663 -2.0941 -0.7783
H 0.1083 -3.4155 -0.1075
O -1.8753 -0.8225 -2.2748
H -1.8795 -1.7063 -2.6496
H -1.0520 -0.6350 -1.8181
H -2.6143 -0.7520 -1.6662
C -5.5106 -0.7803 1.0551
C -4.9601 -0.8077 -0.4571
C -4.9180 0.6238 -1.0414
O -3.8007 -1.5921 -0.5794
H -6.5139 -0.3607 1.1286
H -4.9091 -0.1990 1.7540
H -5.6277 -1.7835 1.4648
H -5.8549 -1.2472 -0.8977
H -3.9766 1.1328 -0.8343
H -5.7635 1.2063 -0.6754
H -5.0565 0.6646 -2.1218
C -0.9933 -5.1627 -4.3315
C -1.4638 -3.7505 -4.1096
C -2.7166 -3.3942 -4.8494
O -1.4122 -3.4724 -2.7569
H -1.7741 -5.8617 -4.0319
H -0.1743 -5.4189 -3.6594
H -0.5771 -5.3443 -5.3224
H -0.6750 -3.1225 -4.5238
H -2.7278 -3.6234 -5.9150
H -2.7951 -2.3071 -4.8468
H -3.5981 -3.7750 -4.3338
C 1.1494 -0.1520 -3.7284
F -0.1020 0.3746 -3.7924
F 1.1542 -1.4175 -3.9676
F 1.9804 0.4987 -4.5383
S 1.6798 0.2429 -1.8651
O 2.8803 -0.6027 -1.7046
O 2.0650 1.6407 -1.6996
N 0.3680 -0.4725 -0.9414
S 0.2626 0.2697 0.4191
O -0.5514 -0.5134 1.3264
O 1.5030 0.6816 1.0810
C -0.6710 1.9382 -0.0938
F -1.7801 1.9912 0.7125
F 0.0090 3.0319 0.2315
F -0.9347 2.0890 -1.4073
C 1.1007 2.9533 4.5662
Cl 1.3704 1.2591 5.1580
Cl -0.3781 3.6076 5.3902
Cl 1.1437 3.1574 2.7680
H 1.8694 3.5745 5.0260
C -3.6921 1.3140 5.4715
C -2.3635 0.5454 5.4445
C -1.8669 0.6896 3.9914
O -3.1014 0.4381 3.3427
C -4.2658 0.6308 4.2422
H -3.4810 2.3675 5.2883
H -4.3815 1.0758 6.2816
H -2.5050 -0.5011 5.7145
H -1.8069 1.0207 6.2522
H -1.1591 -0.1336 3.8937
H -1.4597 1.6692 3.7410
H -4.7903 -0.2809 4.5285
H -5.0731 1.2222 3.8101
C 4.7990 2.4112 1.1572
C 4.8603 3.3910 -0.0410
C 4.2406 4.6090 0.4434
O 4.6357 4.7065 1.7796
C 5.1018 3.4141 2.2493
H 5.4645 1.5545 1.2634
H 3.8001 1.9752 1.1491
H 4.2068 2.9653 -0.8024
H 5.8554 3.5008 -0.4720
H 3.1621 4.4521 0.4601
H 4.4494 5.5264 -0.1068
H 4.5749 3.1521 3.1668
H 6.1794 3.3001 2.3676
Br 6.3222 -2.4621 -4.4040
C 6.0105 -1.2747 -2.8310
C 6.3448 -2.0130 -1.5521
Br 5.7894 -0.8873 -0.0644
H 4.9579 -1.0045 -2.9156
H 6.6130 -0.3733 -2.9428
H 7.3927 -2.2972 -1.4553
H 5.6599 -2.8607 -1.5713
```

Output
**Total charge**: 0
**Total energy**: -261951.063 eV
**Frontier orbital gap**: 6.348 eV
**E_HOMO**: -7.950 eV
**Relative energy (zero: lowest compared OMol25 entry of this formula, charge and spin)**: 5.496 eV
**E_LUMO**: -1.602 eV

***

No. 3
A molecular structure, C44H98F6MgNO25S2 in a non-equilibrium geometry. Source: the Open Molecules 2025 dataset; level of theory: the ωB97M-V functional and the def2-TZVPD basis.

```
177
C44H98F6MgNO25S2 | the Open Molecules 2025 dataset | the ωB97M-V functional and the def2-TZVPD basis
Mg 20.9580 5.3704 3.7861
C 17.8033 7.0962 1.6891
F 17.4683 5.8092 1.6659
F 18.5769 7.3456 0.6268
F 16.7297 7.8466 1.6433
S 18.8267 7.5878 3.1995
O 20.0881 8.0797 2.7132
O 18.0836 8.5493 3.9301
N 19.1892 6.1534 3.9930
S 17.8073 5.6296 4.6861
O 16.6472 6.2726 4.1843
O 17.8083 4.2005 4.7395
C 18.0054 6.1847 6.4507
F 18.5983 5.2190 7.1616
F 18.7615 7.2966 6.4981
F 16.8107 6.4562 6.9568
C 19.6157 -3.7307 -2.5513
O 19.2873 -2.6119 -3.3368
C 17.9245 -2.2440 -3.2475
C 17.7466 -0.8241 -3.7021
O 18.2262 0.1440 -2.8111
C 17.3674 0.4041 -1.7471
C 17.7542 1.6555 -1.0032
O 17.4328 2.8035 -1.7487
C 17.1525 3.9224 -0.9425
H 19.1720 -4.6509 -2.9578
H 19.2315 -3.6342 -1.5268
H 20.6973 -3.8244 -2.5294
H 17.4581 -2.3900 -2.2670
H 17.3830 -2.8518 -3.9923
H 16.6776 -0.6977 -3.9312
H 18.2757 -0.7024 -4.6484
H 17.4424 -0.4031 -0.9984
H 16.3347 0.4833 -2.1033
H 18.8105 1.6474 -0.7077
H 17.0917 1.6399 -0.1218
H 16.7111 4.7060 -1.5520
H 18.0906 4.2695 -0.4973
H 16.4273 3.6596 -0.1612
C 15.2107 12.7479 13.5975
O 13.8576 12.4644 13.8719
C 13.1837 11.7245 12.8695
C 13.1971 12.3306 11.4785
O 14.4582 12.3363 10.8434
C 14.6896 11.1716 10.0762
C 16.0158 11.3529 9.3809
O 16.3289 10.1140 8.7816
C 17.5296 10.1326 8.0552
H 15.7848 11.8519 13.3294
H 15.6463 13.1432 14.5188
H 15.3509 13.5164 12.8348
H 12.1517 11.6540 13.2094
H 13.6464 10.7227 12.8443
H 12.9198 13.3863 11.5885
H 12.4523 11.8451 10.8403
H 13.8946 10.9970 9.3434
H 14.7403 10.3300 10.7763
H 16.8023 11.5763 10.1130
H 15.9385 12.1654 8.6493
H 17.4526 10.6581 7.0976
H 17.8275 9.1049 7.8607
H 18.3389 10.5655 8.6632
C 13.2948 4.7124 7.0371
O 14.4696 4.3158 6.3657
C 14.2763 3.5051 5.2326
C 13.9154 2.0523 5.5867
O 14.6010 1.1497 4.7813
C 14.1010 -0.1592 4.8286
C 12.6782 -0.2962 4.3035
O 12.4664 0.5932 3.2438
C 11.1130 0.8026 2.9372
H 13.0424 3.9887 7.8249
H 12.4256 4.8070 6.3756
H 13.4641 5.6758 7.5153
H 15.2131 3.5191 4.6752
H 13.4732 3.9101 4.6064
H 12.8076 2.0037 5.5267
H 13.9499 1.8936 6.6843
H 14.1522 -0.5573 5.8492
H 14.7618 -0.7338 4.1762
H 11.9635 -0.0797 5.1169
H 12.4801 -1.3345 4.0025
H 10.6681 -0.0427 2.4042
H 11.0566 1.7115 2.3405
H 10.5269 1.0020 3.8469
C 21.7391 4.5822 6.7236
O 21.0581 4.2815 5.5288
C 20.4218 2.9844 5.5621
C 20.0726 2.4670 4.1648
O 20.4124 3.4949 3.2426
C 19.8965 3.3516 1.9346
C 20.6597 4.3287 1.0272
O 21.1584 5.4251 1.8067
C 21.6489 6.4720 0.9256
H 21.0254 4.9046 7.4864
H 22.4320 5.4087 6.5667
H 22.3225 3.7293 7.0728
H 19.5699 2.9805 6.2360
H 21.1470 2.3024 6.0094
H 19.0031 2.2592 4.1118
H 20.6058 1.5341 3.9623
H 18.8203 3.5368 1.9122
H 20.0946 2.3386 1.5683
H 19.9473 4.7329 0.3069
H 21.4904 3.8700 0.4890
H 22.2180 6.0164 0.1128
H 22.2238 7.1579 1.5342
H 20.8241 7.0171 0.4761
C 19.0759 9.4395 -1.4473
O 20.4196 9.0583 -1.6667
C 20.8518 9.1932 -3.0255
C 22.3376 8.9386 -3.0373
O 23.0014 10.1037 -2.6220
C 24.3606 9.8797 -2.2886
C 24.6349 9.1968 -0.9644
O 24.2473 9.9214 0.1751
C 22.8709 9.9315 0.4855
H 18.7638 10.2311 -2.1344
H 18.9923 9.7989 -0.4219
H 18.4089 8.5778 -1.5568
H 20.6866 10.2459 -3.2855
H 20.2785 8.5238 -3.6717
H 22.6450 8.6306 -4.0468
H 22.5571 8.1103 -2.3541
H 24.7843 10.8848 -2.1839
H 24.9052 9.4307 -3.1292
H 25.7160 9.0660 -0.8684
H 24.2494 8.1611 -0.9478
H 22.7389 10.6212 1.3242
H 22.5250 8.9685 0.8971
H 22.2492 10.2458 -0.3429
C 16.8300 2.3269 7.1843
O 18.0303 1.6221 7.1458
C 17.8562 0.3216 6.6193
C 19.1037 -0.4864 6.6723
O 20.2296 0.2257 6.2573
C 21.3947 -0.5592 6.0959
C 21.4268 -1.2856 4.7985
O 21.4448 -0.3488 3.7343
C 22.0864 -0.8309 2.5893
H 16.3592 2.4194 6.2060
H 16.9932 3.3111 7.6180
H 16.0620 1.8943 7.8493
H 17.3766 0.4020 5.6279
H 17.0729 -0.2047 7.1931
H 18.9213 -1.3687 6.0297
H 19.1916 -0.9828 7.6534
H 21.5476 -1.2393 6.9419
H 22.2155 0.1588 6.0896
H 20.5835 -1.9734 4.6468
H 22.3179 -1.9279 4.7586
H 23.0556 -1.3003 2.7910
H 22.2620 0.0030 1.9053
H 21.4594 -1.5469 2.0393
C 24.8799 1.1610 5.8035
O 23.9642 1.9070 5.0110
C 24.4976 2.2917 3.7802
C 23.4567 3.0598 3.0084
O 23.0692 4.2626 3.6358
C 23.9911 5.2922 3.3135
C 23.7270 6.5150 4.1591
O 22.3011 6.7247 4.1576
C 21.9695 7.8396 5.0081
H 25.9106 1.4849 5.6439
H 24.7652 0.0860 5.6354
H 24.6289 1.3465 6.8502
H 24.7455 1.4163 3.1618
H 25.3876 2.9157 3.9381
H 22.5748 2.4279 2.8832
H 23.7998 3.2067 1.9740
H 23.8032 5.5912 2.2728
H 25.0390 4.9949 3.3764
H 24.2109 7.3550 3.6558
H 24.0579 6.4053 5.1925
H 22.4444 8.7363 4.6143
H 22.3224 7.6705 6.0297
H 20.8946 7.9441 5.0521
```

Output
**Total charge**: +1
**Total energy**: -143300.794 eV
**Frontier orbital gap**: 8.441 eV
**E_HOMO**: -10.316 eV
**Relative energy (zero: lowest compared OMol25 entry of this formula, charge and spin)**: 0.000 eV
**E_LUMO**: -1.875 eV

***

Among the records above, which one has the highest E_HOMO? C19H41AgBr2Cl3F6NO10S2